Entry 1:
{"formula": "C23H32N4O", "method": "the ωB97M-V functional and the def2-TZVPD basis", "smiles": "O=C(Nc1ccnn1C1CCN(CCCC2CCCC2)CC1)c1ccccc1", "charge": 0, "multiplicity": 1, "elements": ["O", "C", "N", "C", "C", "C", "N", "N", "C", "C", "C", "N", "C", "C", "H", "H", "H", "H", "C", "C", "C", "C", "C", "H", "C", "H", "H", "C", "H", "H", "C", "H", "H", "H", "H", "H", "H", "H", "H", "H", "H", "H", "H", "H", "H", "H", "H", "H", "H", "C", "C", "C", "C", "C", "C", "H", "H", "H", "H", "H"], "coordinates": [[-0.75, 6.07, 0.26], [0.00, 5.26, 0.75], [-0.30, 3.93, 0.87], [-1.47, 3.33, 0.45], [-2.56, 3.84, -0.23], [-3.41, 2.74, -0.38], [-2.90, 1.65, 0.16], [-1.72, 2.01, 0.68], [-0.86, 1.04, 1.31], [0.10, 0.43, 0.28], [0.94, -0.67, 0.94], [0.16, -1.71, 1.57], [-0.75, -1.13, 2.54], [-1.69, -0.08, 1.94], [-2.33, -0.52, 1.18], [-2.34, 0.34, 2.72], [-1.34, -1.94, 2.99], [-0.15, -0.67, 3.33], [-0.44, -2.66, 0.65], [0.59, -3.72, 0.24], [-0.03, -4.89, -0.52], [-0.55, -4.53, -1.91], [-1.22, -5.71, -2.62], [-2.24, -5.88, -2.27], [-1.15, -5.32, -4.09], [-1.33, -6.16, -4.76], [-1.89, -4.55, -4.31], [0.26, -4.75, -4.23], [0.97, -5.57, -4.41], [0.35, -4.06, -5.07], [0.56, -4.07, -2.88], [0.57, -2.99, -2.98], [1.54, -4.38, -2.51], [-0.64, -6.62, -2.45], [-1.29, -3.73, -1.82], [-0.86, -5.30, 0.06], [0.72, -5.68, -0.62], [1.05, -4.10, 1.16], [1.37, -3.27, -0.36], [-0.85, -2.18, -0.24], [-1.26, -3.16, 1.17], [1.60, -1.13, 0.20], [1.58, -0.22, 1.71], [-0.49, 0.01, -0.54], [0.75, 1.20, -0.14], [-0.28, 1.53, 2.10], [-4.37, 2.70, -0.86], [-2.70, 4.84, -0.56], [0.37, 3.34, 1.35], [1.35, 5.62, 1.27], [1.51, 6.90, 1.80], [2.74, 7.30, 2.30], [3.82, 6.44, 2.26], [3.67, 5.17, 1.71], [2.44, 4.76, 1.22], [2.36, 3.78, 0.77], [4.52, 4.50, 1.67], [4.78, 6.75, 2.64], [2.85, 8.29, 2.71], [0.66, 7.57, 1.81]], "lowdin_charge": [0.097, -0.417, 0.168, -0.227, -0.002, -0.144, 0.074, -0.073, -0.275, -0.110, -0.178, -0.178, -0.185, -0.124, 0.107, 0.121, 0.118, 0.120, -0.197, -0.180, -0.184, -0.338, -0.173, 0.113, -0.201, 0.104, 0.111, -0.189, 0.106, 0.102, -0.154, 0.108, 0.107, 0.118, 0.133, 0.115, 0.117, 0.116, 0.097, 0.112, 0.127, 0.114, 0.123, 0.116, 0.112, 0.149, 0.098, 0.090, 0.118, -0.138, -0.015, -0.070, -0.081, -0.079, -0.039, 0.107, 0.104, 0.104, 0.105, 0.119]}

---

Entry 2:
{"formula": "C23H32N4O2S", "method": "the ωB97M-V functional and the def2-TZVPD basis", "smiles": "CCCc1nc2c(sc3nc4c(cc32)COC(C)(C)C4)c(=O)n1CCN(CC)CC", "charge": 0, "multiplicity": 1, "elements": ["C", "C", "H", "H", "C", "C", "N", "C", "C", "C", "O", "N", "C", "H", "H", "C", "N", "C", "C", "H", "H", "H", "H", "H", "C", "C", "H", "H", "H", "H", "H", "H", "H", "S", "C", "N", "C", "C", "C", "C", "H", "C", "O", "C", "C", "H", "H", "H", "C", "H", "H", "H", "C", "H", "H", "H", "H", "H", "H", "H", "H", "H"], "coordinates": [[-4.10, -3.73, 1.27], [-2.97, -2.83, 0.76], [-2.28, -3.41, 0.14], [-3.38, -2.04, 0.14], [-2.20, -2.21, 1.92], [-1.09, -1.32, 1.45], [-0.85, -1.28, 0.18], [0.15, -0.49, -0.26], [0.91, 0.28, 0.60], [0.67, 0.27, 2.01], [1.27, 0.91, 2.86], [-0.37, -0.61, 2.38], [-0.67, -0.65, 3.80], [-1.02, -1.64, 4.07], [0.28, -0.45, 4.31], [-1.68, 0.47, 4.19], [-1.57, 0.96, 5.53], [-2.18, 0.19, 6.59], [-1.54, -1.16, 6.93], [-0.46, -1.06, 7.06], [-1.72, -1.90, 6.15], [-1.96, -1.55, 7.85], [-2.17, 0.81, 7.48], [-3.23, 0.02, 6.31], [-0.33, 1.63, 5.88], [-0.61, 2.99, 6.51], [0.33, 3.51, 6.71], [-1.21, 3.60, 5.84], [-1.15, 2.88, 7.45], [0.28, 1.03, 6.56], [0.25, 1.78, 4.97], [-2.70, 0.11, 4.04], [-1.51, 1.31, 3.52], [2.13, 1.23, -0.20], [1.63, 0.57, -1.73], [2.21, 0.90, -2.87], [1.74, 0.32, -3.96], [0.67, -0.58, -3.97], [0.05, -0.91, -2.78], [0.55, -0.33, -1.62], [-0.78, -1.60, -2.73], [0.27, -1.08, -5.33], [0.16, -0.02, -6.26], [1.24, 0.92, -6.32], [0.64, 2.31, -6.05], [0.29, 2.37, -5.02], [-0.21, 2.47, -6.71], [1.38, 3.08, -6.22], [1.82, 0.87, -7.74], [1.04, 1.11, -8.46], [2.63, 1.58, -7.84], [2.19, -0.13, -7.96], [2.35, 0.63, -5.29], [2.93, -0.23, -5.62], [3.02, 1.49, -5.21], [-0.71, -1.56, -5.31], [1.02, -1.82, -5.68], [-1.78, -3.01, 2.54], [-2.89, -1.64, 2.55], [-4.80, -3.16, 1.87], [-3.70, -4.54, 1.87], [-4.64, -4.16, 0.43]], "lowdin_charge": [-0.112, -0.265, 0.106, 0.110, -0.131, -0.254, 0.180, -0.236, -0.362, -0.427, 0.055, 0.061, -0.112, 0.102, 0.124, -0.153, -0.204, -0.238, -0.078, 0.066, 0.055, 0.070, 0.108, 0.114, -0.246, -0.080, 0.069, 0.073, 0.061, 0.112, 0.103, 0.115, 0.131, 1.123, -0.511, 0.131, -0.233, -0.121, 0.073, -0.153, 0.128, -0.141, -0.084, -0.558, -0.008, 0.088, 0.088, 0.088, -0.019, 0.086, 0.086, 0.085, -0.058, 0.134, 0.133, 0.134, 0.137, 0.130, 0.117, 0.071, 0.071, 0.069]}

---

Entry 3:
{"formula": "C23H32N4O3", "method": "the ωB97M-V functional and the def2-TZVPD basis", "smiles": "CCOC(=O)C1(CCCc2ccccc2)CCN(C(=O)CCCn2cncn2)CC1", "charge": 0, "multiplicity": 1, "elements": ["C", "C", "H", "H", "O", "C", "O", "C", "C", "H", "H", "C", "N", "C", "O", "C", "H", "C", "H", "H", "C", "N", "C", "N", "C", "N", "H", "H", "H", "H", "H", "C", "H", "C", "H", "H", "H", "H", "H", "C", "C", "H", "H", "C", "C", "C", "C", "C", "C", "C", "H", "H", "H", "H", "H", "H", "H", "H", "H", "H", "H", "H"], "coordinates": [[2.59, 3.65, 0.95], [3.04, 2.26, 0.53], [3.82, 1.88, 1.19], [3.40, 2.27, -0.50], [1.98, 1.32, 0.64], [1.13, 1.23, -0.39], [1.22, 1.89, -1.39], [0.08, 0.15, -0.14], [-0.62, 0.41, 1.21], [0.13, 0.52, 1.99], [-1.25, -0.45, 1.45], [-1.50, 1.65, 1.15], [-2.47, 1.54, 0.09], [-3.79, 1.50, 0.39], [-4.18, 1.59, 1.54], [-4.79, 1.40, -0.75], [-4.52, 2.06, -1.57], [-4.99, -0.03, -1.26], [-5.82, -0.02, -1.98], [-4.11, -0.37, -1.80], [-5.32, -1.03, -0.14], [-4.15, -1.70, 0.35], [-3.24, -2.44, -0.32], [-2.33, -2.90, 0.50], [-2.73, -2.42, 1.70], [-3.82, -1.70, 1.64], [-2.20, -2.61, 2.61], [-3.29, -2.63, -1.38], [-5.75, -0.51, 0.72], [-6.03, -1.78, -0.50], [-5.74, 1.76, -0.34], [-1.85, 1.41, -1.21], [-2.60, 1.36, -2.00], [-0.96, 0.16, -1.26], [-0.46, 0.14, -2.23], [-1.58, -0.74, -1.16], [-1.23, 2.29, -1.39], [-2.05, 1.78, 2.09], [-0.88, 2.54, 0.97], [0.81, -1.20, -0.07], [1.54, -1.56, -1.37], [1.92, -0.66, -1.85], [0.86, -2.05, -2.06], [2.74, -2.49, -1.10], [3.81, -1.76, -0.35], [4.01, -1.96, 1.01], [4.98, -1.24, 1.70], [5.76, -0.31, 1.03], [5.57, -0.11, -0.33], [4.61, -0.83, -1.01], [4.47, -0.67, -2.07], [6.18, 0.61, -0.85], [6.51, 0.25, 1.56], [5.12, -1.41, 2.75], [3.41, -2.69, 1.53], [2.40, -3.36, -0.53], [3.13, -2.85, -2.05], [1.54, -1.14, 0.74], [0.09, -1.98, 0.17], [3.43, 4.33, 0.94], [1.83, 4.02, 0.27], [2.17, 3.62, 1.96]], "lowdin_charge": [-0.055, -0.210, 0.116, 0.122, 0.003, -0.465, 0.121, -0.349, -0.079, 0.129, 0.100, -0.103, -0.036, -0.469, 0.048, -0.103, 0.111, -0.158, 0.113, 0.095, -0.120, -0.129, -0.175, 0.079, -0.237, 0.118, 0.106, 0.128, 0.129, 0.126, 0.124, -0.119, 0.112, -0.085, 0.126, 0.100, 0.129, 0.126, 0.135, -0.120, -0.167, 0.110, 0.116, -0.147, -0.243, -0.049, -0.082, -0.108, -0.095, -0.044, 0.118, 0.104, 0.101, 0.102, 0.114, 0.118, 0.117, 0.111, 0.109, 0.077, 0.075, 0.079]}

---

Entry 4:
{"formula": "C23H32N4O5", "method": "the ωB97M-V functional and the def2-TZVPD basis", "smiles": "Cc1cc(NC(=O)CCC(=O)N(Cc2ccco2)C(C)(C)C(=O)NC2CCCCC2)no1", "charge": 0, "multiplicity": 1, "elements": ["C", "C", "C", "C", "N", "O", "N", "C", "O", "C", "H", "H", "C", "C", "O", "N", "C", "C", "C", "C", "C", "O", "H", "H", "H", "H", "H", "C", "C", "H", "H", "H", "C", "H", "H", "H", "C", "O", "N", "H", "C", "C", "C", "C", "C", "C", "H", "H", "H", "H", "H", "H", "H", "H", "H", "H", "H", "H", "H", "H", "H", "H", "H", "H"], "coordinates": [[5.10, 3.13, 0.19], [4.55, 1.75, 0.08], [3.50, 1.13, 0.67], [3.54, -0.19, 0.13], [4.53, -0.31, -0.72], [5.17, 0.89, -0.76], [2.64, -1.17, 0.45], [2.71, -2.48, 0.05], [3.64, -2.95, -0.58], [1.50, -3.31, 0.46], [1.83, -4.34, 0.59], [1.07, -2.94, 1.39], [0.42, -3.28, -0.64], [-0.26, -1.93, -0.62], [-1.23, -1.75, 0.10], [0.27, -0.89, -1.32], [1.22, -1.05, -2.41], [0.54, -1.34, -3.70], [0.43, -0.62, -4.86], [-0.36, -1.40, -5.74], [-0.68, -2.53, -5.06], [-0.14, -2.50, -3.83], [-1.25, -3.39, -5.32], [-0.65, -1.14, -6.74], [0.86, 0.34, -5.06], [1.81, -0.14, -2.51], [1.92, -1.85, -2.17], [-0.41, 0.40, -1.10], [0.47, 1.60, -1.47], [0.60, 1.68, -2.54], [1.44, 1.52, -0.98], [-0.02, 2.50, -1.11], [-1.71, 0.44, -1.91], [-2.38, -0.35, -1.58], [-2.19, 1.41, -1.83], [-1.47, 0.27, -2.96], [-0.60, 0.49, 0.44], [0.35, 0.29, 1.18], [-1.77, 0.98, 0.87], [-2.56, 0.97, 0.24], [-2.11, 1.01, 2.28], [-2.81, 2.32, 2.63], [-3.14, 2.35, 4.12], [-4.02, 1.15, 4.50], [-3.32, -0.16, 4.14], [-2.99, -0.18, 2.65], [-2.48, -1.11, 2.38], [-3.92, -0.13, 2.07], [-3.97, -1.00, 4.39], [-2.40, -0.25, 4.71], [-4.97, 1.22, 3.97], [-4.23, 1.18, 5.57], [-3.66, 3.28, 4.37], [-2.22, 2.31, 4.70], [-2.16, 3.16, 2.38], [-3.73, 2.40, 2.05], [-1.16, 0.94, 2.82], [0.85, -3.53, -1.61], [-0.34, -4.01, -0.40], [1.80, -0.82, 0.91], [2.80, 1.50, 1.38], [5.19, 3.58, -0.79], [4.44, 3.73, 0.81], [6.09, 3.10, 0.64]], "lowdin_charge": [-0.004, -0.322, 0.036, -0.317, 0.128, 0.004, 0.161, -0.490, 0.088, -0.068, 0.125, 0.125, -0.067, -0.433, 0.068, 0.035, -0.048, -0.256, -0.029, -0.057, -0.111, 0.050, 0.121, 0.101, 0.111, 0.128, 0.123, -0.388, 0.005, 0.085, 0.074, 0.101, -0.001, 0.092, 0.089, 0.082, -0.442, 0.042, 0.132, 0.133, -0.311, -0.152, -0.202, -0.211, -0.197, -0.142, 0.112, 0.124, 0.109, 0.116, 0.113, 0.107, 0.108, 0.115, 0.115, 0.118, 0.152, 0.112, 0.129, 0.108, 0.111, 0.087, 0.085, 0.088]}

---

| no. | HOMO (eV) | molecular weight (g mol⁻¹) | Kohn-Sham gap (eV) |
| --- | --- | --- | --- |
| 1 | -8.4 | 380.536 | 8.8 |
| 2 | -8.1 | 428.602 | 8.2 |
| 3 | -9.0 | 412.534 | 9.7 |
| 4 | -8.8 | 444.532 | 9.4 |